ORCA calculation (the ωB97M-V functional and the def2-TZVPD basis) on the molecule C3H6F2NP in a non-equilibrium geometry.

Output
Largest force on an atom, eV/Å: 5.48
HOMO, hartree: -0.3422
Relative energy (zero: lowest compared OMol25 entry of this formula, charge and spin), kJ/mol: 45.5
Calculated total energy, Ha: -713.6824
Spin multiplicity: 1
Net charge: 0

Bonds (Å) are listed after each position.
Cartesian coordinates (Å):
1 H 0.2925 -2.2159 -0.9971  N2 1.083
2 N 0.4539 -1.1846 -0.7096  H1 1.083, C3 1.311
3 C -0.5045 -0.5009 -0.1321  N2 1.311, P4 1.817, C5 1.578
4 P -2.2087 -0.9639 0.2968  C3 1.817, H9 1.326, H10 1.255
5 C -0.1231 0.9804 0.2578  C3 1.578, C6 1.481, F7 1.363, F8 1.344
6 C 1.3382 1.1016 0.4633  C5 1.481, H11 1.086, H12 1.039, H13 1.150
7 F -0.9114 1.3082 1.3208  C5 1.363
8 F -0.6188 1.8190 -0.6676  C5 1.344
9 H -2.8428 -0.0417 -0.4153  P4 1.326
10 H -2.5690 -1.9124 -0.4418  P4 1.255
11 H 1.5693 0.9721 1.5170  C6 1.086
12 H 1.5692 2.0694 0.1643  C6 1.039
13 H 1.8936 0.3928 -0.2524  C6 1.150